Entry 1:
Below is a structure of composition C22H38As3N2O2Rb at a distorted geometry, with properties calculated with ωB97M-V/def2-TZVPD.

Geometry as XYZ:
```
68
Properties=species:S:1:pos:R:3:mulliken_charge:R:1
Rb 1.1373 -1.5707 0.4302 0.9223
C 2.4049 1.9584 1.3224 -1.2083
As 0.9964 1.5788 0.0158 0.5912
C 1.8459 2.4864 -1.4880 -1.3280
C -0.1937 3.0192 0.6583 -1.0123
C -1.5676 3.2761 0.0131 3.5081
C -1.4786 3.2697 -1.5197 -1.5564
C -2.6963 2.3104 0.4661 -2.2422
As -2.9619 0.3695 0.1597 0.2265
C -1.7863 -0.3358 1.5663 -0.8584
C -1.9446 -0.0918 -1.4548 -0.6647
C -2.0840 4.6635 0.4898 -2.0684
As -1.1529 6.4139 0.3628 0.2798
C -0.0421 6.3743 1.9792 -0.9914
C 0.2970 6.1932 -0.9393 -0.8989
H 2.6649 3.0162 1.3050 0.4064
H 3.2816 1.3571 1.0754 0.2968
H 2.0758 1.6897 2.3229 0.3746
H 2.1435 3.4989 -1.2146 0.3408
H 1.1872 2.5222 -2.3514 0.3304
H 2.7280 1.8946 -1.7428 0.4270
H 0.4057 3.9174 0.5443 -0.5130
H -0.3071 2.8650 1.7346 0.5793
H -1.1591 2.2972 -1.8949 0.2222
H -0.7655 4.0102 -1.8798 0.1195
H -2.4553 3.4944 -1.9628 0.4094
H -3.6248 2.7226 0.0759 0.5312
H -2.7951 2.3668 1.5548 0.5108
H -2.3000 -0.1853 2.5154 0.3905
H -0.8397 0.1950 1.6013 0.0609
H -1.6334 -1.4099 1.4413 0.2584
H -2.4044 0.4168 -2.3008 0.3963
H -2.0578 -1.1633 -1.6231 0.3922
H -0.8897 0.1577 -1.4104 -0.0351
H -2.3085 4.6183 1.5596 0.5507
H -3.0388 4.8526 0.0000 0.5424
H -0.6884 6.2441 2.8476 0.3235
H 0.4567 7.3396 2.0700 0.3979
H 0.7090 5.5867 1.9718 0.1959
H -0.1097 6.1113 -1.9462 0.3117
H 0.9459 5.3408 -0.7367 0.0842
H 0.8900 7.1071 -0.8874 0.4290
N -2.1963 -3.5594 -0.2121 -0.2356
C -1.9372 -4.9216 -0.1059 0.0580
C -2.9219 -5.8615 0.0585 -0.6736
C -2.6044 -7.2327 0.1917 -0.6098
C -1.3123 -7.6677 0.1553 -0.9512
C -0.2709 -6.7226 -0.0210 0.8609
C 1.0981 -7.0842 -0.0818 -0.5501
C 2.0511 -6.1234 -0.2322 -0.8212
C 1.6406 -4.7775 -0.3196 0.2163
N 0.3882 -4.3955 -0.2788 -0.0965
C -0.5743 -5.3521 -0.1358 0.3269
H -3.1292 -3.3068 -0.4812 0.2694
H -1.4813 -3.0475 -0.6945 0.1344
H -3.9607 -5.5420 0.0841 0.3644
H -3.4104 -7.9463 0.3209 0.3778
H -1.0676 -8.7204 0.2520 0.3725
H 1.3704 -8.1320 -0.0045 0.4078
H 3.1052 -6.3684 -0.2716 0.3953
H 2.3905 -3.9954 -0.4226 0.1992
C 5.1750 -1.5579 -0.5691 -1.2880
C 3.7797 -1.2367 -0.0751 1.0665
O 3.4686 -1.6078 1.0931 -0.8649
O 2.9880 -0.6585 -0.8761 -0.8894
H 5.8613 -1.6667 0.2706 0.3367
H 5.5210 -0.7874 -1.2589 0.3014
H 5.1442 -2.5072 -1.1162 0.2597
```

The energy relative to the best compared isomer or geometry (same formula, charge and spin) comes out at 0.0 kcal/mol. The calculated total energy comes out at -7852.4885 Ha. For the LUMO energy, the calculation gives 0.0010 Ha. For the HOMO energy, the calculation gives -8.26 eV. The frontier orbital gap is 8.3 eV. Its max |F| is 0.05639 hartree/bohr.



Entry 2:
Below is a cluster of 3 separate species, C11H25FN2O5S in total at a distorted geometry, with properties calculated with ωB97M-V/def2-TZVPD.

Geometry as XYZ:
```
45
Properties=species:S:1:pos:R:3:mulliken_charge:R:1
C -2.1168 -2.1946 4.0549 -0.4287
C -0.9524 -1.3760 3.9454 -0.1508
C 0.1858 -0.1892 4.0227 -0.0192
O 0.4290 0.5157 2.7547 -0.2617
S -0.3273 -0.2494 1.4298 0.6866
O -0.4170 0.8818 0.3345 -0.5371
O 0.7233 -1.4513 0.7876 -0.0694
F 0.1143 -2.1149 -0.1746 -0.0999
H -3.0191 -2.8758 4.4306 0.3341
H 1.2145 -0.7248 4.3048 0.2439
H -0.1095 0.6022 4.8663 0.2761
C -4.8089 2.2288 -1.8233 -1.4460
C -3.7774 2.0000 -0.7211 0.3824
C -3.7121 0.5346 -0.2338 0.2404
O -4.7844 0.1561 0.6334 -0.4159
C -5.9821 -0.2042 -0.0385 -0.6874
N -4.0506 2.9256 0.3882 -0.7346
H -5.8339 2.2510 -1.4444 0.2796
H -4.6323 3.1934 -2.3147 0.3612
H -4.7431 1.4509 -2.5906 0.3361
H -2.7956 2.2495 -1.1420 0.3764
H -2.7988 0.4189 0.3627 -0.5233
H -3.6239 -0.1670 -1.0720 0.4634
H -5.7883 -0.7114 -0.9885 0.3227
H -6.6028 0.6803 -0.1951 0.2319
H -6.5423 -0.8866 0.6094 0.2569
H -3.3061 2.8337 1.0800 0.2670
H -4.8790 2.5744 0.8786 0.3222
C 3.2425 -0.8309 -1.3755 -1.3067
C 4.4002 -1.6046 -0.7490 0.5037
C 5.5856 -0.7057 -0.3296 -0.7507
O 6.4078 -0.2735 -1.4169 -0.3962
C 5.9054 0.8532 -2.1197 -0.6339
N 4.8269 -2.6611 -1.6783 -0.7469
H 3.4468 -0.5254 -2.4048 0.2519
H 2.3402 -1.4540 -1.4036 0.2412
H 3.0067 0.0645 -0.7916 0.3211
H 4.0138 -2.0826 0.1597 0.3740
H 6.2441 -1.2978 0.3178 0.3614
H 5.2523 0.1500 0.2699 0.3999
H 5.3866 1.5558 -1.4604 0.2898
H 5.2469 0.5263 -2.9269 0.2293
H 6.7534 1.3723 -2.5788 0.2595
H 5.5364 -3.2324 -1.2184 0.2731
H 5.3409 -2.2059 -2.4389 0.3227
```

The energy relative to the best compared isomer or geometry (same formula, charge and spin) comes out at 204.7 kcal/mol. The calculated total energy comes out at -1417.4432 Ha. For the LUMO energy, the calculation gives -0.0235 Ha. For the HOMO energy, the calculation gives -9.04 eV. The frontier orbital gap is 8.4 eV. Its max |F| is 0.19634 hartree/bohr.



Entry 3:
Below is a structure of composition C23H14F3IrNO5 at a distorted geometry, with properties calculated with ωB97M-V/def2-TZVPD.

Geometry as XYZ:
```
47
Properties=species:S:1:pos:R:3:mulliken_charge:R:1
Ir 0.0064 -0.3285 -1.5455 1.4025
O 1.3557 -2.2426 -7.1717 -0.5086
C 1.1296 -1.7225 -5.9572 1.1812
C 2.1186 -1.6619 -4.9692 -0.5082
C 1.7855 -1.1204 -3.7527 0.0693
N 0.5610 -0.6593 -3.5196 -0.0845
C -0.4043 -0.7391 -4.4352 0.3674
C -0.1612 -1.2590 -5.6811 -0.7855
C -1.7794 -0.3396 -3.9078 0.3302
O -2.6730 -0.0930 -4.6830 -0.6372
O -1.8477 -0.3752 -2.6112 -0.8138
C 2.7026 -1.1059 -2.5359 0.2979
O 3.8722 -1.3937 -2.6703 -0.6814
O 2.0893 -0.8296 -1.4295 -0.7223
H 2.2651 -2.5548 -7.2436 0.3050
H 3.1242 -2.0345 -5.1179 0.4596
H -0.9555 -1.3176 -6.4111 0.5508
C -0.4158 -2.5846 -1.3928 -0.9805
C -0.2824 -2.2269 -0.0261 0.3405
C -1.4166 -1.7824 0.6979 -0.1238
C -1.3085 -1.4239 2.0206 -0.5465
C -0.0743 -1.4945 2.6528 -0.1919
C 1.0554 -1.9558 1.9720 -0.7945
C 0.9616 -2.3271 0.6547 -0.1745
H -1.4010 -2.6530 -1.8343 0.4017
H 0.4104 -3.0518 -1.9138 0.4104
H -2.3672 -1.7234 0.1815 0.3380
H -2.1768 -1.0780 2.5643 0.4048
H 0.0103 -1.1973 3.6905 0.4082
H 2.0072 -2.0151 2.4816 0.4192
H 1.8292 -2.6767 0.1149 0.3303
F -1.7694 5.0244 6.1433 -0.2587
C -0.8542 4.0361 6.1206 0.8830
F -1.2723 3.1087 7.0102 -0.2546
F 0.2941 4.5447 6.5958 -0.2786
C -0.7006 3.4484 4.7483 0.3487
C -1.8416 3.0410 4.0679 -0.8356
C -1.7279 2.4611 2.8185 -0.4362
C -0.4695 2.2679 2.2406 0.4916
C 0.6665 2.7071 2.9249 -0.5788
C 0.5525 3.2936 4.1741 -0.6317
C -0.3350 1.5647 1.0002 0.2934
C -0.2084 0.9422 -0.0350 -1.0593
H -2.8146 3.1790 4.5217 0.3882
H -2.6111 2.1503 2.2766 0.5169
H 1.6367 2.5751 2.4657 0.4951
H 1.4344 3.6233 4.7052 0.4532
```

The energy relative to the best compared isomer or geometry (same formula, charge and spin) comes out at 29.1 kcal/mol. The calculated total energy comes out at -1719.6924 Ha. For the LUMO energy (spin up / spin down), the calculation gives -0.0726 / -0.0814 Ha. For the HOMO energy (spin up / spin down), the calculation gives -8.54 / -8.50 eV. Its spin multiplicity is 2. The frontier orbital gap (spin up / spin down) is 6.6 / 6.3 eV. Its max |F| is 0.06396 hartree/bohr.



Entry 4:
Below is a structure of composition C18H45BF4N3NaO6 at a distorted geometry, with properties calculated with ωB97M-V/def2-TZVPD.

Geometry as XYZ:
```
78
Properties=species:S:1:pos:R:3:mulliken_charge:R:1
Na -1.0155 0.1291 2.1378 0.6805
B 0.5558 -1.9338 0.8833 0.5893
F 1.7149 -1.9800 1.6110 -0.3348
F -0.5307 -2.0355 1.7154 -0.4429
F 0.5212 -0.7029 0.3924 -0.2744
F 0.6902 -2.8824 -0.1520 -0.3999
C 2.4504 -2.6803 4.8654 -0.7617
O 2.2994 -1.5441 5.6069 -0.4307
C 1.0631 -1.4510 6.2483 -0.6261
C -0.0754 -1.0508 5.3595 -0.8607
N 0.2734 -0.2808 4.2302 0.3668
C 0.6495 1.1731 4.5528 -0.7997
C 0.8506 2.1218 3.3241 -0.7670
O -0.3294 2.3786 2.5863 -0.2413
C -1.2285 3.3687 3.1022 -0.5834
H 1.6549 -2.9572 4.1736 0.3230
H 2.5161 -3.4443 5.6401 0.4049
H 3.3754 -2.4747 4.3267 0.2264
H 1.2116 -0.8955 7.1743 0.3778
H 0.8461 -2.4637 6.5881 0.4152
H -0.7070 -0.4677 6.0298 0.2948
H -0.6960 -1.8920 5.0509 0.3924
H 1.1645 -0.7309 4.0770 0.0148
H 1.5670 1.1626 5.1411 0.4027
H -0.0375 1.4418 5.3553 0.5962
H 1.4443 1.5566 2.6057 0.2160
H 1.4309 3.0344 3.4607 0.5180
H -0.8523 4.3913 3.0727 0.3251
H -1.3692 3.1071 4.1509 0.2404
H -2.1567 3.3418 2.5313 0.0406
C -3.5376 1.4236 4.1997 -1.0122
O -3.1369 0.9185 2.9037 0.0231
C -4.1356 1.1005 1.8696 -0.7240
C -3.7904 0.4033 0.5787 -0.9420
N -2.5492 0.9513 -0.0173 -0.1728
C -2.2527 0.2231 -1.2815 -0.1788
C -2.4394 -1.3515 -1.1812 -0.6672
O -3.7342 -1.7934 -1.3560 -0.4188
C -3.7788 -3.2186 -1.4669 -0.7898
H -4.3953 0.9186 4.6440 0.2977
H -3.7746 2.4801 4.0742 0.4482
H -2.6774 1.4351 4.8692 0.1903
H -4.2115 2.1810 1.7478 0.4300
H -5.0790 0.7044 2.2452 0.4100
H -4.6130 0.3403 -0.1336 0.5319
H -3.6521 -0.6540 0.8047 0.3779
H -2.7599 1.9135 -0.2410 0.2440
H -1.2523 0.4413 -1.6554 -0.4795
H -2.9997 0.6169 -1.9707 0.6450
H -2.0805 -1.6362 -0.1922 0.4048
H -1.8594 -1.6978 -2.0367 0.6170
H -4.7060 -3.3901 -2.0138 0.2786
H -3.6572 -3.6879 -0.4906 0.2918
H -2.9724 -3.5899 -2.0993 0.3394
C 4.4286 -1.0975 -7.7832 -0.6595
O 4.1034 0.0894 -7.2109 -0.3360
C 2.8435 0.7382 -7.5681 -0.4574
C 2.7794 2.0185 -6.6605 -0.7593
N 2.7878 1.8981 -5.2077 0.0504
C 1.4928 1.6546 -4.5867 -0.6991
C 1.7617 0.9152 -3.2783 -0.1306
O 2.0423 -0.4518 -3.5252 -0.3227
C 2.0513 -1.1548 -2.3042 -0.6043
H 4.3319 -0.9934 -8.8639 0.2805
H 3.5807 -1.7102 -7.4769 0.3112
H 5.4055 -1.4961 -7.5096 0.2415
H 2.0314 0.0869 -7.2450 0.3592
H 2.9173 0.8902 -8.6449 0.4867
H 1.9531 2.6721 -6.9398 0.4805
H 3.7216 2.5464 -6.8080 0.3420
H 3.3402 1.0705 -5.0341 0.3713
H 0.7188 1.0931 -5.1098 0.3808
H 1.1766 2.6543 -4.2889 0.4182
H 0.7691 1.0281 -2.8422 0.0154
H 2.4146 1.4939 -2.6248 0.4280
H 2.4140 -2.1507 -2.5587 0.3280
H 1.0128 -1.3884 -2.0698 0.0225
H 2.6854 -0.7784 -1.5015 0.4055
```

The calculated total energy comes out at -1914.9262 Ha. For the LUMO energy (spin up / spin down), the calculation gives -0.0842 / -0.2938 Ha. For the HOMO energy (spin up / spin down), the calculation gives -11.18 / -11.18 eV. Its spin multiplicity is 2. The frontier orbital gap (spin up / spin down) is 8.9 / 3.2 eV. Its max |F| is 0.11520 hartree/bohr. Its net charge is +1.



Entry 5:
Below is a structure of composition C18H37IrOP3Se at a distorted geometry, with properties calculated with ωB97M-V/def2-TZVPD.

Geometry as XYZ:
```
61
Properties=species:S:1:pos:R:3:mulliken_charge:R:1
Ir -0.0761 -0.2065 -0.1158 1.2689
P 0.1957 1.7090 1.1386 0.7093
P -2.3578 0.2482 -0.3780 0.3136
P 2.1788 -0.3995 -0.4505 0.4314
H -1.5858 -3.5801 -7.3690 0.3804
C -0.7813 -4.2208 -6.9833 -0.2017
C -0.7671 -4.7152 -5.7087 -0.1519
H -1.5801 -4.6252 -4.9347 0.3211
C 0.3759 3.3250 0.2955 -1.4088
C -1.1362 2.1203 2.3400 -1.3899
C 1.6436 1.7549 2.2738 -1.3928
C -2.9594 -0.7564 -1.7723 -1.0948
C -3.2837 -0.3428 1.0704 -1.1050
C -2.9100 1.9274 -0.8052 -1.0250
C 2.4774 -1.5388 -1.8276 -1.1318
C 3.0013 -1.1841 0.9642 -1.2022
C 3.1160 1.0702 -0.9377 -0.9209
H -0.0542 -4.3853 -7.7956 0.3381
H 0.0567 -5.3179 -5.2967 0.3231
H 0.4540 4.0773 1.1016 0.5421
H -0.5047 3.5454 -0.3266 0.3488
H 1.2867 3.3466 -0.3189 0.3671
H -0.7082 2.9697 2.9064 0.5703
H -1.2951 1.2638 3.0156 0.3829
H -2.0778 2.4253 1.8557 0.3643
H 1.4073 2.6011 2.9460 0.5620
H 2.5926 1.9462 1.7470 0.4141
H 1.6864 0.8221 2.8548 0.3958
H -4.0482 -0.6315 -1.8201 0.5318
H -2.7195 -1.8108 -1.5753 0.3675
H -2.5044 -0.4386 -2.7195 0.2455
H -4.3078 0.0364 0.9755 0.4705
H -2.8259 0.0083 2.0033 0.2834
H -3.2801 -1.4408 1.0510 0.4359
H -4.0063 1.9107 -0.8766 0.5462
H -2.4897 2.2127 -1.7807 0.2754
H -2.6204 2.6843 -0.0711 0.2400
H 3.5604 -1.6925 -1.8912 0.5530
H 2.1029 -1.1486 -2.7795 0.2292
H 1.9924 -2.4973 -1.6138 0.3672
H 3.9489 -1.6018 0.6130 0.4686
H 2.3618 -1.9990 1.3250 0.4064
H 3.1757 -0.4809 1.7842 0.3797
H 4.1626 0.7789 -1.1100 0.5187
H 3.1156 1.8691 -0.1927 0.2362
H 2.7063 1.4813 -1.8672 0.2126
C 0.2044 0.6396 -4.4265 0.6157
C -0.1009 -0.7366 -4.4551 -0.2666
C -0.0079 -1.4071 -5.6745 0.4513
C 0.4408 -0.7872 -6.8308 -0.2037
C 0.7565 0.5579 -6.7836 -0.8089
C 0.6717 1.2573 -5.5971 -0.7909
Se 0.0326 1.7779 -2.9269 0.4874
H -0.1607 0.5576 -1.9546 -0.3768
H -0.4031 -1.2804 -3.5597 0.4993
H -0.3034 -2.4422 -5.7286 -0.5437
H 0.5473 -1.3115 -7.7761 0.4065
H 1.0567 1.0395 -7.6943 0.4661
H 0.9456 2.2970 -5.5643 0.4438
O -0.4710 -2.5595 1.7439 -0.3963
C -0.3295 -1.6888 0.9895 0.2405
```

The energy relative to the best compared isomer or geometry (same formula, charge and spin) comes out at 0.0 kcal/mol. The calculated total energy comes out at -4311.4163 Ha. For the LUMO energy (spin up / spin down), the calculation gives -0.4449 / -0.5882 Ha. For the HOMO energy (spin up / spin down), the calculation gives -18.51 / -21.18 eV. Its spin multiplicity is 6. The frontier orbital gap (spin up / spin down) is 6.4 / 5.2 eV. Its max |F| is 0.10873 hartree/bohr. Its net charge is +4.



Entry 6:
Below is a cluster of 2 separate species, C5H7BrClN in total at a distorted geometry, with properties calculated with ωB97M-V/def2-TZVPD.

Geometry as XYZ:
```
15
Properties=species:S:1:pos:R:3:mulliken_charge:R:1
C 4.5708 -0.7361 -0.7648 -0.2347
C -0.7534 0.3718 -0.5825 -0.2058
C 1.5060 0.5869 0.3360 0.0838
C -2.8091 -0.6530 0.5974 -0.9821
C -1.9768 0.5725 0.2231 -0.3923
N 0.4074 0.6367 -0.1658 -0.0699
Cl 2.6310 1.8917 0.4233 -0.1179
Br 5.4908 -1.7161 0.3585 0.0729
H 5.3774 -0.3609 -1.5034 0.1576
H -0.9965 0.0111 -1.6555 0.2601
H -2.4598 -1.2553 1.4672 0.2791
H -2.8456 -1.3198 -0.2907 0.2762
H -3.8599 -0.4002 0.7489 0.3073
H -2.5407 1.3149 -0.3436 0.2837
H -1.7414 1.0557 1.1520 0.2820
```

The energy relative to the best compared isomer or geometry (same formula, charge and spin) comes out at 79.5 kcal/mol. The calculated total energy comes out at -3283.4306 Ha. For the LUMO energy, the calculation gives -0.0234 Ha. For the HOMO energy, the calculation gives -7.76 eV. The frontier orbital gap is 7.1 eV. Its max |F| is 0.05911 hartree/bohr.